The following is a quantum chemistry calculation of 2 unconnected molecules or ions with the total composition C3H5NO, from the OMol25 dataset.

Results
HOMO (alpha / beta): -7.916 / -7.972 eV
charge: 0
energy above the lowest of the compared OMol25 structures with the same formula, charge and spin: 4.083 eV
E: -247.157200 hartree
M: 71.08 g mol⁻¹
gap between HOMO and LUMO (alpha / beta): 7.6 / 7.8 eV

Last columns: bonded neighbours and bond lengths (Å).
Atoms and positions in Å:
1 O -2.103 -0.922 0.600  C2 1.312, H6 0.969
2 C -0.882 -0.510 0.356  O1 1.312, H7 1.073, H8 1.074
3 C 1.069 1.170 -0.522  C4 1.369, H9 1.086, H10 1.086
4 C 1.509 0.028 0.091  C3 1.369, N5 1.188
5 N 1.504 -1.023 0.645  C4 1.188
6 H -2.429 -1.494 -0.111  O1 0.969
7 H -0.486 0.146 1.106  C2 1.073
8 H -0.432 -0.744 -0.592  C2 1.074
9 H 1.101 2.104 0.030  C3 1.086
10 H 1.147 1.244 -1.603  C3 1.086